(1)
ORCA calculation (wB97M-V/def2-TZVPD) on C20H27NO4 as an isolated structure in a non-equilibrium geometry.

Properties
HOMO = -8.017 eV
Total charge = 0
Total energy = -1133.460783 hartree
Energy above the lowest of the compared OMol25 structures with the same formula, charge and spin = 1661.8 kJ/mol
HOMO-LUMO gap = 8.4 eV

Geometry as XYZ:
```
52
C20H27NO4, DFT wB97M-V/def2-TZVPD
C 7.192 0.895 0.079
C 5.798 0.996 -0.256
O 5.237 -0.180 -0.053
C 3.793 -0.461 -0.186
C 3.268 -1.886 -0.058
C 1.839 -2.067 0.049
C 0.899 -1.112 -0.188
C 1.471 0.302 -0.748
C 2.788 0.594 -0.623
H 3.217 1.524 -0.754
H 0.756 1.266 -0.905
C -0.617 -1.092 -0.592
N -1.231 -0.462 0.258
C -1.325 -0.459 1.734
O -1.975 0.126 2.356
C -0.674 -1.829 2.246
C -0.975 -3.149 1.303
C -1.023 -2.692 -0.162
C -2.258 -2.703 -0.927
O -3.395 -3.085 -0.171
O -2.387 -2.580 -2.275
H -3.344 -2.610 -2.406
H -0.335 -3.188 -0.756
H -0.420 -3.784 1.635
H -2.031 -3.110 1.272
H -0.760 -1.971 3.156
H 0.480 -1.794 2.041
C -1.975 0.983 -0.250
C -1.716 2.139 0.500
C -2.358 3.252 -0.256
C -3.886 3.183 -0.261
C -4.315 1.687 -0.911
C -3.490 0.640 -0.053
H -3.793 0.469 0.965
H -3.828 -0.440 -0.483
H -5.316 1.754 -0.633
H -4.027 1.697 -2.025
H -4.185 3.132 1.108
H -4.450 3.910 -0.722
H -2.236 4.383 0.203
H -2.027 3.233 -1.223
H -2.037 2.242 1.685
H -0.656 2.293 0.339
H -1.813 0.699 -1.261
H -0.872 -0.874 -1.598
H 1.718 -3.048 0.195
H 4.025 -2.590 0.414
H 5.585 1.178 -1.248
H 5.228 1.834 0.328
H 7.484 1.925 -0.119
H 7.602 0.212 -0.730
H 7.350 0.618 0.964
```

These are the Löwdin partial charges, in e, on atoms 1 to 4: -0.04, -0.41, -0.08, -0.06

(2)
ORCA calculation (wB97M-V/def2-TZVPD) on C12H21NO10P2S as an isolated structure in a non-equilibrium geometry.

Properties
HOMO = -8.987 eV
Total charge = 0
Total energy = -2357.775915 hartree
HOMO-LUMO gap = 8.4 eV

Geometry as XYZ:
```
47
C12H21NO10P2S, DFT wB97M-V/def2-TZVPD
C -3.218 -0.763 -0.487
C -2.043 -1.858 -0.854
O -2.445 -3.103 -1.191
N -0.563 -1.553 -0.784
O -0.296 -0.376 -0.192
P 0.440 -0.858 1.350
O 0.117 -2.415 1.587
O -0.145 0.104 2.705
O 2.162 -0.754 1.107
P 2.764 0.529 2.123
S 2.930 -0.186 3.930
C 0.139 -1.721 -2.112
C 0.486 -0.542 -3.197
O 0.568 -2.978 -2.416
H -4.255 -1.267 -0.289
H -3.248 0.074 -1.321
H -2.860 -0.226 0.512
H -0.126 -0.529 3.497
H 4.077 0.888 1.590
H 1.908 1.695 2.115
H 0.940 0.393 -2.647
H 1.305 -0.989 -3.931
H -0.432 -0.184 -3.846
O -0.181 1.163 -6.031
C -0.778 0.528 -6.884
O -0.174 -0.144 -7.907
C -1.175 -0.680 -8.771
C -2.422 -0.765 -7.931
C -2.268 0.406 -6.993
H -1.295 -0.007 -9.627
H -0.861 -1.663 -9.135
H -3.342 -0.734 -8.521
H -2.420 -1.699 -7.356
H -2.672 1.327 -7.422
H -2.719 0.201 -6.019
O 1.886 2.470 5.481
C 1.774 1.967 6.587
O 1.036 0.850 6.853
C 1.041 0.610 8.260
C 2.262 1.321 8.781
C 2.379 2.502 7.850
H 0.114 1.009 8.685
H 1.083 -0.466 8.450
H 2.180 1.602 9.835
H 3.142 0.677 8.670
H 1.787 3.354 8.197
H 3.421 2.790 7.697
```

These are the Löwdin partial charges, in e, on atoms 1 to 4: -0.02, -0.23, -0.02, -0.14